No. 1
{"formula": "C7H9BrN2O", "method": "wB97M-V/def2-TZVPD", "largest_force_ev_per_a": 5.019, "e_tot_ev": -82470.9060, "gap_ha": 0.3653, "symbols": ["H", "N", "N", "O", "C", "C", "C", "C", "C", "Br", "C", "C", "H", "H", "H", "H", "H", "H", "H", "H"], "positions_angstrom": [[1.77, -3.71, 0.07], [1.23, -2.93, -0.02], [1.73, -1.86, 0.44], [2.83, -1.70, 0.87], [0.63, -0.65, 0.57], [1.08, 0.45, 1.20], [0.13, 1.55, 1.48], [-1.28, 1.21, 1.01], [-1.59, 0.09, 0.38], [-3.48, -0.25, 0.01], [-0.59, -0.79, -0.26], [-0.39, -0.49, -1.72], [1.92, 0.54, 1.79], [0.27, 1.80, 2.51], [0.52, 2.37, 0.89], [-2.02, 1.98, 1.30], [-0.91, -1.86, -0.07], [-0.50, -1.41, -2.33], [0.55, 0.05, -1.96], [-1.19, 0.19, -2.05]], "nbo_charge": [0.34, -0.50, 0.37, -0.43, 0.15, -0.16, -0.47, -0.22, 0.01, 0.03, -0.40, -0.61, 0.23, 0.23, 0.23, 0.23, 0.27, 0.23, 0.22, 0.23]}

No. 2
{"formula": "C7H9Cd2F2N3O5P", "method": "wB97M-V/def2-TZVPD", "largest_force_ev_per_a": 9.763, "e_tot_ev": -45957.5306, "gap_ha": 0.2392, "total_charge": 1, "symbols": ["Cd", "Cd", "C", "O", "O", "O", "O", "P", "O", "F", "F", "C", "C", "N", "H", "H", "H", "C", "C", "N", "H", "H", "H", "C", "C", "N", "H", "H", "H"], "positions_angstrom": [[-8.53, -10.80, 4.13], [-12.23, -9.41, 4.73], [-9.78, -8.98, 5.37], [-8.75, -9.58, 5.73], [-10.80, -8.73, 6.06], [-10.16, -9.52, 4.32], [-9.79, -12.26, 5.03], [-11.19, -12.38, 5.61], [-12.20, -11.29, 5.44], [-10.98, -12.75, 7.17], [-11.90, -13.75, 5.02], [-9.91, -10.57, 8.80], [-9.79, -9.31, 9.62], [-9.63, -8.35, 10.21], [-9.22, -10.70, 7.96], [-10.94, -10.56, 8.44], [-9.68, -11.38, 9.48], [-10.11, -5.68, 6.84], [-9.50, -4.35, 6.86], [-9.02, -3.30, 6.81], [-10.66, -5.92, 5.93], [-10.89, -5.68, 7.60], [-9.43, -6.52, 7.03], [-5.89, -9.66, 7.63], [-5.69, -8.51, 8.59], [-5.54, -7.57, 9.28], [-5.06, -10.37, 7.62], [-5.91, -9.25, 6.62], [-6.84, -10.15, 7.80]], "nbo_charge": [1.81, 1.81, 0.97, -0.84, -0.83, -1.02, -1.25, 2.66, -1.26, -0.52, -0.53, -0.71, 0.27, -0.30, 0.24, 0.24, 0.26, -0.72, 0.27, -0.29, 0.22, 0.26, 0.25, -0.70, 0.26, -0.28, 0.25, 0.23, 0.24]}

No. 3
{"formula": "C7H9ClF2NO14V2", "method": "wB97M-V/def2-TZVPD", "largest_force_ev_per_a": 6.709, "e_tot_ev": -106843.4216, "spin_multiplicity": 7, "gap_ha": [0.2749, 0.1137], "total_charge": 3, "symbols": ["O", "V", "O", "V", "Cl", "O", "O", "O", "O", "C", "N", "O", "O", "H", "H", "H", "C", "C", "O", "C", "O", "O", "F", "H", "H", "H", "C", "C", "O", "C", "O", "O", "F", "H", "H", "H"], "positions_angstrom": [[8.15, 5.46, -17.75], [6.79, 4.84, -18.18], [5.99, 9.39, -13.69], [6.96, 8.34, -13.04], [6.26, 5.77, -14.81], [5.77, 5.63, -16.15], [7.46, 6.53, -14.91], [5.39, 6.64, -14.08], [6.46, 4.58, -14.02], [10.80, 10.16, -14.72], [9.80, 9.09, -14.90], [8.87, 9.02, -14.06], [9.91, 8.41, -15.93], [11.82, 9.97, -15.05], [10.89, 10.31, -13.64], [10.25, 10.99, -15.16], [1.55, 8.81, -14.21], [1.88, 7.35, -14.50], [0.98, 6.96, -15.50], [0.24, 7.94, -15.86], [-0.67, 7.84, -16.71], [0.61, 9.08, -15.24], [1.78, 6.57, -13.46], [2.34, 9.55, -14.35], [1.03, 9.05, -13.28], [2.89, 7.30, -14.93], [4.59, 2.36, -12.15], [3.44, 2.91, -12.96], [3.12, 3.94, -12.22], [4.12, 4.44, -11.54], [4.03, 5.39, -10.78], [5.13, 3.60, -11.63], [2.40, 2.16, -12.95], [5.25, 1.89, -12.88], [4.17, 1.79, -11.33], [3.73, 3.23, -13.97]], "lowdin_spin": [-0.28, 2.26, -0.25, 2.19, 0.01, 0.02, 0.02, 0.02, 0.03, 0.00, 0.00, 0.02, 0.00, 0.00, 0.00, 0.00, 0.01, 0.01, 0.02, 0.08, 0.84, 0.03, 0.00, 0.00, 0.00, 0.00, 0.12, 0.14, 0.28, 0.03, 0.07, 0.18, 0.06, 0.00, 0.02, 0.06]}

No. 4
{"formula": "C7H9ClNS", "method": "wB97M-V/def2-TZVPD", "largest_force_ev_per_a": 4.883, "e_tot_ev": -32239.0683, "gap_ha": [0.2684, 0.2683], "total_charge": 1, "symbols": ["C", "C", "C", "C", "C", "C", "C", "N", "S", "Cl", "H", "H", "H", "H", "H", "H", "H", "H", "H"], "positions_angstrom": [[1.95, 0.72, -0.45], [1.35, 1.94, -0.25], [1.48, -0.62, -0.10], [-1.50, 0.46, 0.61], [0.32, 2.14, 0.90], [-1.83, -2.21, -0.78], [-1.11, 1.74, 0.59], [-0.52, -2.45, -0.92], [-2.20, -0.93, 1.09], [2.59, -1.68, 0.61], [3.00, 0.70, -0.79], [1.92, 2.72, -0.54], [0.86, 1.55, 1.73], [0.53, 3.19, 1.16], [-2.48, -1.57, -1.32], [-2.36, -3.17, -0.49], [-1.79, 2.55, 0.38], [-0.30, -3.42, -0.45], [0.10, -1.66, -0.98]], "nbo_charge": [-0.39, -0.02, -0.08, -0.01, -0.49, -0.04, -0.27, -0.73, 0.32, 0.12, 0.26, 0.21, 0.25, 0.27, 0.22, 0.22, 0.29, 0.43, 0.43]}

No. 5
{"formula": "C7H9FN6O", "method": "wB97M-V/def2-TZVPD", "largest_force_ev_per_a": 3.688, "e_tot_ev": -21105.0540, "gap_ha": 0.2654, "symbols": ["C", "C", "C", "C", "C", "C", "C", "N", "N", "N", "N", "N", "N", "O", "F", "H", "H", "H", "H", "H", "H", "H", "H", "H"], "positions_angstrom": [[4.33, -1.34, -0.32], [-2.27, -1.76, 0.13], [3.76, 0.11, 1.05], [-2.08, -0.04, 1.46], [1.39, 0.56, 0.29], [0.52, 0.02, -0.90], [-3.42, 1.50, 0.04], [4.73, -0.74, 0.78], [-1.70, -1.32, 1.26], [3.08, -0.97, -0.66], [-3.06, -0.72, -0.37], [2.78, 0.03, 0.22], [-2.92, 0.36, 0.43], [-0.62, 0.47, -1.13], [-3.17, 2.58, 0.86], [4.88, -2.22, -0.68], [-2.44, -2.67, -0.40], [3.75, 0.86, 1.84], [-1.87, 0.50, 2.34], [0.88, 0.24, 1.24], [1.22, 1.54, 0.05], [0.96, -0.80, -1.48], [-4.35, 1.64, -0.47], [-3.40, -0.57, -1.32]], "nbo_charge": [0.14, 0.12, 0.19, -0.02, -0.34, 0.44, 0.15, -0.48, -0.44, -0.33, -0.37, -0.17, -0.10, -0.55, -0.35, 0.21, 0.21, 0.20, 0.22, 0.25, 0.24, 0.17, 0.16, 0.42]}

No. 6
{"formula": "C7H9FNPS", "method": "wB97M-V/def2-TZVPD", "largest_force_ev_per_a": 4.239, "e_tot_ev": -31733.3336, "gap_ha": [0.2762, 0.2674], "symbols": ["C", "C", "C", "C", "C", "C", "C", "N", "F", "P", "S", "H", "H", "H", "H", "H", "H", "H", "H", "H"], "positions_angstrom": [[2.57, -1.17, 0.78], [1.68, 0.62, -0.62], [1.67, -0.76, 1.73], [0.86, 1.00, 0.40], [2.63, -0.42, -0.36], [0.78, 0.25, 1.51], [-2.98, 0.94, -2.10], [-1.61, -1.51, 0.99], [3.44, -0.71, -1.40], [-1.48, 0.21, -1.36], [-2.54, -0.40, 0.31], [3.10, -2.08, 1.00], [1.50, 1.19, -1.60], [1.81, -1.30, 2.73], [0.17, 1.87, 0.33], [-3.24, 0.24, -2.92], [-2.84, 2.08, -2.39], [-3.90, 0.82, -1.42], [0.19, 0.59, 2.39], [-1.82, -1.46, 2.00]], "nbo_charge": [-0.30, -0.28, -0.17, -0.21, 0.40, -0.24, -1.02, -0.92, -0.33, 0.43, 0.44, 0.24, 0.24, 0.22, 0.22, 0.24, 0.25, 0.23, 0.21, 0.34]}

No. 7
{"formula": "C7H9FO2", "method": "wB97M-V/def2-TZVPD", "largest_force_ev_per_a": 3.431, "e_tot_ev": -14215.6241, "gap_ha": 0.3889, "symbols": ["C", "C", "C", "C", "F", "C", "C", "H", "H", "H", "H", "H", "H", "H", "H", "H", "O", "C", "O"], "positions_angstrom": [[-0.82, 1.01, 1.64], [0.08, 0.68, 0.73], [1.51, 0.66, 0.45], [0.44, 0.08, -0.51], [0.13, 0.85, -1.61], [0.40, -1.42, -0.93], [0.72, -2.35, 0.24], [-1.90, 0.81, 1.49], [-0.49, 1.37, 2.57], [2.04, 1.57, 0.13], [2.16, -0.21, 0.76], [-0.57, -1.49, -1.31], [1.11, -1.52, -1.76], [1.50, -1.82, 0.82], [-0.09, -2.78, 0.80], [1.26, -3.24, -0.26], [-3.38, 1.88, -0.91], [-2.47, 2.56, -1.08], [-1.64, 3.35, -1.25]], "nbo_charge": [-0.36, -0.05, -0.50, 0.34, -0.36, -0.41, -0.61, 0.21, 0.20, 0.24, 0.22, 0.22, 0.22, 0.20, 0.22, 0.21, -0.52, 1.03, -0.51]}

No. 8
{"formula": "C7H9IN3", "method": "wB97M-V/def2-TZVPD", "largest_force_ev_per_a": 4.626, "e_tot_ev": -19964.8590, "gap_ha": 0.3497, "total_charge": 1, "symbols": ["H", "N", "C", "C", "C", "C", "C", "I", "N", "C", "C", "N", "H", "H", "H", "H", "H", "H", "H", "H"], "positions_angstrom": [[1.32, 0.58, -1.93], [0.54, 0.01, -2.46], [-0.48, 0.73, -2.49], [-0.84, 1.70, -1.48], [-0.83, 1.39, -0.18], [-0.59, 0.05, 0.53], [-0.28, -1.12, -0.36], [-1.75, -2.04, -1.54], [0.81, -1.68, -0.01], [1.34, -1.07, 1.02], [0.62, -1.14, 2.33], [0.47, 0.05, 1.44], [-1.15, 0.39, -3.28], [-0.86, 2.75, -1.73], [-1.14, 2.15, 0.55], [-1.50, -0.18, 1.15], [2.37, -0.80, 1.12], [-0.21, -1.74, 2.48], [1.32, -1.00, 3.17], [0.83, 0.98, 1.66]], "nbo_charge": [0.33, -0.57, 0.07, -0.19, -0.21, -0.23, 0.20, 0.33, -0.44, 0.12, -0.21, -0.38, 0.22, 0.25, 0.23, 0.26, 0.24, 0.25, 0.26, 0.46]}